(1)
84
Properties=species:S:1:pos:R:3:mulliken_charge:R:1 method="wB97M-V/def2-TZVPD" e_tot_ha=-3483.5706 fmax_ev_per_a=6.516 homo_energy_ev=-8.3 total_charge=0 orbital_gap_ev=7.498
C 2.25605 -2.26229 1.66869 -1.425
C 1.02040 -1.89517 1.33179 -0.538
C 0.09254 -1.06548 2.13969 0.730
C -0.51340 0.13236 1.56183 0.309
C -0.18970 0.61342 0.15817 -0.833
P -0.45861 -0.57695 -1.19365 0.888
O -1.32378 -1.70400 -0.84105 -0.746
O -1.15698 0.26629 -2.37278 -0.524
O 0.98506 -0.97484 -1.76861 -0.412
C -1.40389 0.86296 2.30981 0.188
C -2.15298 2.09502 1.87522 -1.666
C -3.66181 1.85568 1.53427 -0.574
C -4.08401 0.38027 1.51533 0.037
P -5.83785 0.18658 1.13583 0.662
O -6.67641 1.14248 1.87630 -0.765
O -6.04465 0.24136 -0.44867 -0.318
C -7.28462 -0.30080 -0.93034 -0.266
C -8.49728 0.59032 -0.67333 -1.026
O -6.18173 -1.33419 1.57416 -0.298
C -7.16673 -1.45478 2.62281 -0.014
C -7.34589 -2.95611 2.85118 -1.263
C -1.65794 0.41616 3.64288 0.723
N -2.51423 1.04552 4.46815 -0.440
S -2.51709 0.21040 5.83415 0.107
N -1.48001 -0.99371 5.49015 -0.709
C -1.08872 -0.73159 4.24334 0.458
C -0.18308 -1.48257 3.41900 0.389
P 0.52735 -2.99495 4.18544 0.136
N -0.08348 -4.32523 3.62318 -0.683
H 2.61809 -3.21426 1.29156 0.298
H 2.88673 -1.67668 2.32709 0.460
H 0.62843 -2.27019 0.39395 0.454
H 0.87559 0.88384 0.14979 0.585
H -0.72827 1.51384 -0.11530 0.187
H -0.57519 0.32777 -3.14147 0.290
H 1.15629 -1.91983 -1.67774 0.374
H -1.69368 2.60674 1.03303 0.457
H -2.09517 2.80336 2.70459 0.441
H -3.90340 2.36802 0.60178 0.511
H -4.24231 2.33590 2.32322 0.267
H -3.49065 -0.22873 0.82545 0.058
H -3.99530 -0.00421 2.53322 0.036
H -7.17238 -0.36705 -2.01454 0.369
H -7.48036 -1.31859 -0.58827 0.280
H -9.27599 0.30577 -1.39107 0.416
H -8.93453 0.42562 0.31099 0.253
H -8.28950 1.64345 -0.85570 0.259
H -8.09459 -0.99032 2.28831 0.212
H -6.84774 -0.97715 3.55053 0.339
H -7.44041 -3.40346 1.85838 0.288
H -6.40657 -3.34255 3.25210 0.307
H -8.19973 -3.17856 3.48644 0.387
H 0.26807 -2.89889 5.56880 0.085
H 1.92321 -2.90239 4.06110 0.059
H -0.55756 -4.85525 4.34214 0.234
O 4.85002 1.33160 -0.66770 -0.880
P 5.26200 0.87423 -2.04456 0.801
N 6.85322 1.53688 -2.05708 0.096
C 7.58219 2.04998 -3.19283 -0.817
C 7.76663 0.99187 -1.05849 -1.048
N 4.10588 1.83658 -2.93533 0.299
C 4.46549 3.14856 -3.44728 -1.219
C 2.80947 1.92173 -2.27149 -1.162
N 5.47623 -0.13599 -3.40629 0.183
C 6.25894 -1.35206 -3.19056 -1.095
C 5.16758 0.12669 -4.79564 -0.869
H 8.04591 1.26138 -3.80674 0.236
H 8.38477 2.70262 -2.84282 0.380
H 6.97167 2.67141 -3.84159 0.143
H 8.19552 0.03109 -1.37679 0.323
H 7.25348 0.83403 -0.10964 0.282
H 8.58755 1.68445 -0.86108 0.359
H 4.93607 3.78481 -2.68611 0.341
H 3.57760 3.66146 -3.82136 0.397
H 5.12696 3.07573 -4.31306 0.290
H 2.79963 2.67015 -1.46953 0.353
H 2.53264 0.96388 -1.83412 0.157
H 2.03106 2.18635 -2.99431 0.501
H 7.29724 -1.22871 -3.52122 0.304
H 5.82629 -2.20244 -3.72128 0.374
H 6.27368 -1.61949 -2.13209 0.337
H 5.86990 0.83639 -5.24324 0.256
H 4.15605 0.49995 -4.92972 0.253
H 5.22670 -0.79547 -5.37933 0.392

***

(2)
121
Properties=species:S:1:pos:R:3:mulliken_charge:R:1 method="wB97M-V/def2-TZVPD" e_tot_ha=-8554.7764 e_above_lowest_kj_mol=781.02 fmax_ev_per_a=6.561 homo_energy_ev=-10.6 smiles="O=S1(=O)OCCO1.O=S1(=O)OCCO1.O=S1(=O)OCCO1.O=S1(=O)OCCO1.O=S1(=O)OCCO1.O=S1(=O)OCCO1.O=S1(=O)OCCO1.O=S1(=O)OCCO1.O=S1(=O)OCCO1.O=S1(=O)OCCO1.O=S1(=O)OCCO1" total_charge=0 orbital_gap_ev=9.757
C -4.49501 2.33180 0.51163 0.025
C -5.92943 2.25105 1.03715 -0.327
O -6.71719 2.57340 -0.08412 -0.429
S -6.07029 2.60486 -1.62156 1.252
O -5.90759 3.97322 -2.11410 -0.566
O -6.67395 1.59501 -2.54841 -0.521
O -4.68997 2.01438 -0.90211 -0.028
H -3.88161 1.65468 1.10605 -0.087
H -4.12921 3.35561 0.58974 0.248
H -6.11766 3.03695 1.76861 0.356
H -6.12730 1.30148 1.53441 0.199
C 5.07519 -3.90572 0.37553 0.003
C 3.83544 -3.70525 1.30950 0.384
O 4.11913 -4.44943 2.46197 -0.259
S 5.05067 -5.79475 2.07588 1.049
O 4.24443 -6.93034 1.67068 -0.546
O 6.20125 -5.90048 3.01463 -0.517
O 5.63334 -5.11788 0.67371 -0.454
H 5.89280 -3.21562 0.58379 0.268
H 4.82702 -3.88604 -0.68566 0.214
H 2.88925 -3.92716 0.81597 0.216
H 3.71316 -2.66362 1.60638 -0.382
C -6.95619 -3.43746 -0.62661 -0.572
C -6.38137 -3.42445 0.81276 -0.325
O -5.27099 -2.56542 0.69112 -0.281
S -5.11344 -1.80007 -0.80287 1.152
O -3.73083 -1.82067 -1.25788 -0.455
O -5.89141 -0.58693 -0.88288 -0.550
O -5.96707 -2.97990 -1.52368 -0.336
H -7.87334 -2.85449 -0.54240 0.274
H -7.19269 -4.48442 -0.81641 0.368
H -6.24483 -4.42549 1.22189 0.318
H -7.07370 -2.93402 1.49705 0.328
C -2.34749 -2.29365 2.38353 0.007
C -2.86641 -2.92919 3.68341 -0.431
O -3.56070 -1.98939 4.47107 -0.336
S -3.17435 -0.44641 3.94706 1.002
O -1.92168 0.08758 4.46887 -0.466
O -4.43784 0.39941 4.05192 -0.568
O -2.98856 -1.03073 2.39710 0.034
H -2.55767 -2.90746 1.50764 0.328
H -1.27511 -2.14274 2.50728 -0.072
H -2.05991 -3.33933 4.29123 0.316
H -3.57104 -3.69191 3.35197 0.253
C -0.79518 0.38230 -0.14897 0.666
C 0.42462 1.10638 -0.78077 0.083
O 1.42692 0.88795 0.21872 -0.081
S 1.17725 -0.30332 1.27410 0.630
O 1.47630 0.13325 2.59871 -0.472
O 1.67545 -1.62383 0.74244 -0.435
O -0.44197 -0.17160 1.09548 -0.158
H -1.17659 -0.34978 -0.86079 0.097
H -1.66701 1.02114 -0.00793 -0.560
H 0.18701 2.16172 -0.91459 0.164
H 0.78452 0.65717 -1.70639 -0.026
C -3.08017 -2.94933 -4.46134 -0.330
C -2.62890 -1.51412 -4.35218 0.289
O -1.54808 -1.35439 -5.21673 -0.169
S -1.59682 -2.48303 -6.44573 1.072
O -0.55125 -3.47720 -6.16163 -0.550
O -1.91152 -1.91747 -7.81239 -0.522
O -2.93452 -3.19367 -5.85391 -0.387
H -4.11136 -3.06615 -4.12805 0.252
H -2.46427 -3.69215 -3.95441 0.364
H -2.38718 -1.36313 -3.30010 -0.281
H -3.39961 -0.84807 -4.74010 0.239
C 4.05426 -1.20524 4.86629 0.003
C 3.55569 -1.18813 6.28907 0.013
O 4.65669 -1.65681 7.06359 -0.374
S 5.99301 -2.10446 6.20628 1.081
O 6.42085 -3.44182 6.56618 -0.524
O 6.97722 -1.02948 6.18242 -0.530
O 5.09732 -2.19221 4.76649 -0.247
H 4.52505 -0.33771 4.40385 0.036
H 3.31177 -1.43824 4.10307 -0.049
H 2.68749 -1.84688 6.26920 0.308
H 3.14764 -0.25008 6.66545 0.229
C -2.19256 5.12117 -1.94685 -0.484
C -1.34984 5.48419 -3.19376 -0.377
O -1.19355 4.26484 -3.99467 -0.343
S -2.09080 2.99486 -3.33708 0.858
O -1.33958 1.69535 -3.43114 -0.077
O -3.45980 3.05956 -3.89175 -0.620
O -2.07465 3.73227 -1.80470 -0.183
H -3.24589 5.36624 -2.08302 0.283
H -1.71444 5.52899 -1.05624 0.333
H -0.38005 5.92518 -2.96323 0.319
H -1.93800 6.21899 -3.74352 0.283
C 2.19673 3.49437 -5.51144 -0.410
C 1.92594 2.16720 -4.61773 0.020
O 1.12740 1.32514 -5.46044 -0.209
S 0.29862 2.18949 -6.65307 1.025
O -1.15975 2.25031 -6.57766 -0.470
O 0.74484 1.63573 -7.91074 -0.548
O 0.99018 3.65075 -6.27707 -0.328
H 3.05694 3.35555 -6.16632 0.357
H 2.43995 4.38136 -4.92647 0.337
H 1.37596 2.40535 -3.70729 -0.124
H 2.78933 1.57116 -4.32211 0.366
C 4.31434 1.14821 -0.43377 -0.284
C 5.08308 0.19342 0.46406 0.166
O 5.36770 -0.89481 -0.40716 -0.386
S 4.49172 -0.93366 -1.84156 1.224
O 3.72511 -2.16209 -1.88170 -0.556
O 5.24090 -0.45707 -2.95771 -0.569
O 3.52616 0.27886 -1.26266 -0.189
H 4.97424 1.75171 -1.05699 0.407
H 3.65713 1.68143 0.25315 0.063
H 4.58618 -0.21358 1.34471 -0.243
H 6.06946 0.51663 0.79678 0.436
C 2.44602 3.55486 3.25636 0.353
C 2.20034 2.90379 4.64990 -0.162
O 3.53720 2.63428 5.24748 -0.354
S 4.71595 2.99788 4.10000 0.984
O 4.83979 1.90625 3.13832 -0.355
O 6.00341 3.63566 4.66149 -0.574
O 3.72338 4.12101 3.47878 -0.374
H 1.77841 4.34620 2.91552 0.369
H 2.42413 2.76720 2.50323 -0.345
H 1.62299 1.98078 4.70310 0.134
H 1.69503 3.47441 5.42910 0.329

***

(3)
84
Properties=species:S:1:pos:R:3:lowdin_spin:R:1 method="wB97M-V/def2-TZVPD" e_tot_ha=-3407.9198 fmax_ev_per_a=5.391 homo_energy_ev="-10.6 / -10.6" s_squared=0.754 spin_multiplicity=2 total_charge=+1 orbital_gap_ev="6.334 / 5.275"
Be 1.72348 1.56667 2.58709 -0.003
C 0.18622 4.43097 3.33395 0.000
O -0.30924 3.47326 2.44584 0.000
O 1.51214 4.01260 3.46162 0.001
C -0.19844 5.85682 2.86057 0.000
F 0.61428 6.67446 3.46567 0.000
F 0.02648 6.16846 1.54588 0.000
F -1.46474 6.34370 3.06312 0.000
C -1.74806 3.28229 2.32432 0.000
C -2.12113 2.62913 0.93744 0.000
H -3.13937 2.87525 0.63626 0.000
H -1.44846 2.96471 0.14813 0.000
H -2.17835 1.54128 0.97494 0.000
H -2.43677 4.12114 2.42478 0.000
H -2.08753 2.63380 3.13199 0.000
H -0.30042 4.22761 4.28784 0.000
C -0.97246 -0.92911 -0.73274 0.000
C 0.40131 -0.98637 -0.06191 0.088
O 0.67865 -0.11339 1.02016 0.830
H -0.97661 -1.61911 -1.57653 -0.001
H -1.27350 -0.00430 -1.22487 0.000
H -1.78864 -1.19960 -0.06282 0.001
H 1.18044 -0.79639 -0.80012 0.042
H 0.63679 -1.99985 0.26292 0.027
C 2.35740 4.82557 -1.21946 0.000
S 2.45321 2.97351 -1.16726 0.000
O 2.40544 2.59725 0.30449 0.007
C 0.72618 2.54038 -1.81014 0.001
H 1.49539 5.20356 -0.66975 0.000
H 2.30833 5.27394 -2.21175 0.000
H 3.32281 5.05672 -0.76930 0.000
H 0.09417 3.33516 -1.41393 0.000
H 0.34258 1.66777 -1.28145 0.000
H 0.61186 2.24858 -2.85411 0.000
C -2.50724 -0.35056 3.30783 0.001
S -1.16856 0.04330 4.55295 0.000
O -0.21744 0.97541 3.83008 0.002
C -0.41889 -1.58709 4.64391 0.001
H -2.97615 0.62191 3.15770 0.000
H -3.25274 -1.04875 3.68843 0.000
H -2.17524 -0.67193 2.32062 0.001
H -0.06780 -1.87437 3.65280 0.001
H -1.24116 -2.21540 4.98626 0.000
H 0.35015 -1.54604 5.41527 0.000
C 4.91266 -2.04175 3.53331 0.000
S 3.15253 -1.84255 3.38360 0.000
O 2.91297 -0.46747 2.87512 -0.001
C 2.91583 -3.10437 2.00992 0.000
H 5.43767 -1.72278 2.63292 0.000
H 5.10045 -3.10946 3.64661 0.000
H 5.37330 -1.41223 4.29463 0.000
H 3.13887 -4.09382 2.40909 0.000
H 3.64016 -2.83810 1.24015 0.000
H 1.88129 -3.12723 1.66743 0.000
C -1.60871 -0.75714 -4.37480 0.000
S -0.21307 -1.66819 -5.16194 0.000
O 0.40953 -0.59476 -6.09067 0.000
C 0.90136 -1.76525 -3.68340 0.001
H -2.29478 -0.51503 -5.18646 0.000
H -1.17560 0.12522 -3.90367 0.000
H -1.91762 -1.45786 -3.59914 0.000
H 0.38842 -2.29849 -2.88300 0.000
H 0.99083 -0.72406 -3.37352 0.001
H 1.91709 -2.13832 -3.81462 0.000
N 1.74077 -6.44607 -2.23786 0.000
C 2.76553 -6.68347 -1.30609 0.000
C 2.66057 -5.63564 -0.47341 0.000
C 1.86153 -4.65528 -0.91417 0.001
C 1.31859 -5.16075 -2.06877 0.000
H 1.54723 -7.05069 -3.02341 0.000
H 3.37676 -7.57364 -1.28629 0.000
H 3.23522 -5.54492 0.43650 0.000
H 1.60743 -3.69164 -0.49794 0.001
H 0.64851 -4.68109 -2.76686 0.000
N -5.10312 0.61520 -4.00694 0.000
C -4.71175 -0.08640 -2.93366 0.000
C -3.88851 0.69070 -2.22312 0.000
C -3.52110 1.80917 -3.01814 0.000
C -4.44687 1.82388 -4.06186 0.000
H -5.81572 0.23465 -4.61313 0.000
H -5.07511 -1.06814 -2.66805 0.000
H -3.57724 0.39604 -1.23181 0.000
H -2.79388 2.56021 -2.74705 0.000
H -4.65000 2.47896 -4.89613 0.000